Entry 1:
{"formula": "C5H13N2S", "method": "the ωB97M-V functional and the def2-TZVPD basis", "e_tot_ha": -705.64550, "relative_energy_ev": 3.278, "total_charge": 1, "fmax_ev_per_a": 6.1, "e_lumo_ev": -3.49, "e_homo_ev": -12.37, "elements": ["H", "H", "C", "H", "H", "C", "H", "N", "C", "H", "H", "H", "H", "S", "H", "C", "H", "C", "N", "H", "H"], "xyz": [[-2.037736, -0.659438, -0.297426], [-0.653389, 2.766531, -0.683537], [1.013932, -0.788692, -1.033409], [-0.863669, 1.228530, -1.276222], [0.815196, 2.117510, 1.026729], [-0.597615, 0.438368, 1.192733], [-1.451731, -1.485486, 1.183100], [-0.278713, 1.891930, -0.740884], [0.040817, -1.574825, -0.137006], [0.766265, -1.750879, 0.811338], [1.790326, -1.381136, -1.475001], [2.795716, -0.982395, 1.209448], [-0.167694, 0.082691, 2.175605], [3.003127, 0.131787, 0.377948], [-0.336178, -2.463814, -0.615189], [-1.128907, -0.805807, 0.361038], [0.356621, -0.456296, -1.887943], [0.265698, 1.287425, 0.452191], [1.652576, 0.318588, -0.458109], [-1.473118, 1.048448, 1.384009], [0.420559, 1.949435, -1.472871]], "forces_ev_per_angstrom": [[1.3, 0.1, 0.4], [-1.9, 3.1, 0.6], [-2.6, -0.8, -1.9], [-0.8, 0.3, 0.8], [-0.6, -1.5, -0.8], [-2.3, -1.8, 0.6], [-0.6, 0.6, -0.6], [0.4, -3.4, -2.6], [3.1, 0.2, 1.4], [-2.0, -0.5, -1.8], [0.3, -0.7, -0.2], [-0.1, 0.8, -0.6], [-0.3, 0.6, -1.2], [2.1, -0.9, 1.8], [0.5, -0.6, 0.0], [-0.4, 0.0, 2.4], [0.7, 0.0, 0.2], [6.0, 0.6, -0.8], [-3.8, 3.4, 1.7], [-0.4, 0.2, 0.8], [1.4, 0.4, 0.2]], "nbo_charge": [0.23, 0.44, -0.25, 0.44, 0.25, -0.49, 0.26, -0.69, -0.41, 0.20, 0.25, 0.08, 0.28, 0.31, 0.25, -0.44, 0.15, 0.10, -0.63, 0.24, 0.46]}

***

Entry 2:
{"formula": "C5H13N3", "method": "the ωB97M-V functional and the def2-TZVPD basis", "e_tot_ha": -362.49186, "relative_energy_ev": 2.460, "total_charge": 0, "fmax_ev_per_a": 2.4, "e_lumo_ev": 0.79, "e_homo_ev": -9.25, "elements": ["N", "H", "H", "H", "C", "N", "C", "C", "H", "C", "N", "H", "H", "H", "H", "H", "H", "H", "H", "H", "C"], "xyz": [[-2.600573, 1.674086, -0.098834], [2.696168, 1.117627, -1.306165], [-0.964374, -0.016544, -1.211463], [-3.004286, 2.520481, -0.568896], [1.954631, 0.461676, 0.548766], [-3.006285, -0.556479, -1.073035], [-3.404942, 0.528129, -0.523662], [-1.571197, -0.940638, -1.031778], [-1.383436, -1.621319, -1.838958], [2.164595, 1.394383, -0.410718], [2.951813, -1.545444, 1.589168], [-4.465054, 0.763466, -0.347230], [1.148164, -1.431153, 0.375391], [1.424838, 0.743452, 1.408773], [-2.846352, 1.895474, 0.857362], [-1.285649, -1.437102, -0.052595], [2.745158, -1.185837, -0.506618], [1.816901, 2.418017, -0.331509], [2.862887, -2.562672, 1.614883], [2.596501, -1.207028, 2.485418], [2.170494, -1.012567, 0.421697]], "forces_ev_per_angstrom": [[-0.2, 0.5, -0.6], [0.0, 0.0, -0.3], [-0.1, -0.9, 0.5], [0.5, -1.1, 0.1], [0.3, 1.0, -2.2], [-0.4, 0.7, 1.9], [0.5, -0.1, -0.6], [0.0, 1.7, 0.3], [0.0, -0.5, -0.3], [-0.1, -1.4, 1.2], [-0.4, -0.2, -0.6], [0.0, -0.8, -0.7], [0.4, -0.2, -0.3], [-0.7, 0.5, 1.3], [0.1, -0.3, 0.5], [-0.5, 0.7, -1.1], [-0.4, -0.3, 0.4], [0.1, -0.1, 0.2], [0.1, 0.4, 0.0], [-0.1, 0.0, -0.5], [0.7, 0.3, 0.6]], "nbo_charge": [-0.89, 0.19, 0.21, 0.37, -0.17, -0.41, 0.27, -0.46, 0.20, -0.39, -0.83, 0.14, 0.18, 0.18, 0.36, 0.20, 0.20, 0.20, 0.35, 0.35, -0.26]}

***

Entry 3:
{"formula": "C5H13N3", "method": "the ωB97M-V functional and the def2-TZVPD basis", "e_tot_ha": -362.43087, "relative_energy_ev": 4.120, "total_charge": 0, "fmax_ev_per_a": 7.0, "e_lumo_ev": 0.89, "e_homo_ev": -8.19, "elements": ["H", "N", "N", "H", "H", "N", "H", "H", "H", "H", "H", "H", "H", "C", "C", "H", "C", "H", "H", "C", "C"], "xyz": [[1.752714, 1.096974, 1.477433], [-2.471117, 0.314254, -0.728268], [1.307577, 0.102972, -0.352990], [2.794250, 1.505453, 0.109866], [-1.559238, -1.916576, 0.608224], [-3.157406, 0.523917, 0.485200], [1.173042, 2.132498, 0.132191], [0.222628, -2.180358, 0.987523], [-2.701145, 0.092999, 1.291692], [-0.615118, 0.659223, -1.843193], [-2.652911, -0.639804, -1.030921], [-3.217557, 1.522899, 0.653055], [1.901630, -1.745457, -1.101456], [-0.253877, -0.404437, -0.007889], [-0.829832, 0.659585, -0.776667], [3.228012, -0.622019, -0.744562], [-0.546446, -1.544877, 0.573931], [2.413652, -1.460384, 0.577437], [-0.807186, 1.635019, -0.292806], [1.765465, 1.251504, 0.385418], [2.252863, -0.983385, -0.403217]], "forces_ev_per_angstrom": [[0.0, 0.1, -0.1], [1.7, 1.2, -0.9], [-2.0, -1.9, 0.6], [-0.1, -0.2, -0.1], [-0.2, 0.1, 0.1], [0.4, 0.0, 0.2], [0.0, 0.0, 0.2], [0.1, 0.1, 0.0], [0.1, 0.2, -0.1], [0.3, 0.0, 0.3], [0.3, 0.3, 0.1], [-0.1, -0.2, -0.1], [0.0, 0.0, 0.0], [6.0, 1.6, -1.1], [-6.9, -1.1, 0.4], [-0.1, 0.0, 0.0], [-0.1, 0.0, -0.2], [0.1, -0.1, 0.0], [0.3, -0.1, -0.3], [0.0, 0.2, 0.5], [0.1, -0.2, 0.4]], "nbo_charge": [0.17, -0.50, -0.48, 0.20, 0.22, -0.66, 0.19, 0.22, 0.32, 0.24, 0.34, 0.34, 0.20, 0.20, -0.29, 0.20, -0.47, 0.16, 0.22, -0.41, -0.41]}

***

Entry 4:
{"formula": "C5H13N3O", "method": "the ωB97M-V functional and the def2-TZVPD basis", "e_tot_ha": -437.75214, "relative_energy_ev": 2.774, "total_charge": 0, "fmax_ev_per_a": 3.6, "e_lumo_ev": 0.67, "e_homo_ev": -8.20, "elements": ["H", "C", "N", "H", "H", "H", "C", "C", "H", "N", "H", "H", "H", "C", "H", "H", "H", "N", "H", "H", "C", "O"], "xyz": [[-0.945024, -0.206213, 2.095879], [-0.967011, 0.475925, -1.943182], [0.649565, 1.429535, -0.347630], [-0.949949, -2.855971, 2.025844], [-1.663233, -2.006315, 0.638621], [-2.377602, 1.896020, -0.629525], [1.800476, 1.126539, -1.176348], [-0.789563, -2.576609, 0.980401], [-0.784001, -3.496343, 0.394061], [0.440393, -1.880979, 0.699414], [1.900764, -0.669575, 1.439434], [1.842042, 0.049369, -1.335876], [0.281625, 0.932034, 2.010729], [-0.646050, 1.042752, -0.763210], [1.759530, 1.639127, -2.142902], [-0.258262, -0.128459, -2.475760], [2.702202, 1.422035, -0.642758], [0.049504, -0.042932, 2.141028], [-1.982998, 0.511361, -2.298570], [0.657589, 2.370943, 0.026638], [0.839380, -0.896893, 1.426188], [-1.559376, 1.864650, -0.122475]], "forces_ev_per_angstrom": [[0.0, 0.0, -0.1], [0.3, -0.7, 1.0], [-0.6, -0.6, 0.4], [0.2, 0.2, 0.1], [-0.2, 0.0, 0.1], [0.1, -0.2, 0.0], [-0.4, -0.2, 0.1], [-0.7, 0.5, -0.9], [-0.1, 0.0, 0.1], [1.9, -0.4, 1.7], [0.0, 0.4, -0.3], [0.1, 0.0, -0.1], [0.1, -0.2, 0.2], [0.6, 3.0, -2.0], [0.0, -0.1, -0.1], [0.2, 0.0, -0.2], [0.0, 0.0, 0.0], [-0.2, 0.1, 1.1], [-0.2, -0.3, 0.1], [-0.3, -0.2, -0.1], [-1.1, -0.8, -1.7], [0.3, -0.5, 0.6]], "nbo_charge": [0.38, -0.61, -0.65, 0.19, 0.17, 0.49, -0.41, -0.45, 0.20, -0.52, 0.17, 0.22, 0.40, 0.49, 0.18, 0.22, 0.20, -0.84, 0.20, 0.39, 0.31, -0.71]}

***

Entry 5:
{"formula": "C5H13N3O", "method": "the ωB97M-V functional and the def2-TZVPD basis", "e_tot_ha": -437.71254, "relative_energy_ev": 3.852, "total_charge": 0, "fmax_ev_per_a": 5.2, "e_lumo_ev": 0.86, "e_homo_ev": -7.38, "elements": ["H", "H", "C", "C", "H", "C", "H", "H", "H", "N", "N", "H", "H", "H", "C", "H", "C", "H", "N", "H", "O", "H"], "xyz": [[2.129096, 0.508810, -1.859855], [2.314914, 0.078809, 0.606595], [2.086383, 1.353366, -1.165860], [-0.111085, -0.663670, -0.183694], [0.977679, -2.317157, 0.301228], [-0.462271, 0.665301, 1.809896], [-0.442603, -1.902116, 1.388079], [1.363557, 2.084837, -1.543289], [0.292373, -0.708470, -1.194907], [0.135814, -1.820655, 0.558320], [-2.608727, -0.878795, -1.655758], [-1.362127, 0.109228, 2.082881], [-1.962185, -0.845699, -2.429794], [3.069366, 1.842828, -1.195991], [1.739669, 0.926625, 0.235243], [-3.575529, -1.160346, -1.786154], [-2.132112, -0.700673, -0.390573], [1.797043, 1.755816, 0.939337], [-0.083546, 0.573146, 0.401408], [-0.645628, 1.714086, 2.056140], [-2.859064, -0.903174, 0.571979], [0.338986, 0.287903, 2.454768]], "forces_ev_per_angstrom": [[0.0, 0.1, 0.0], [-0.3, -0.1, 0.0], [-0.2, 0.0, -0.2], [-4.9, -1.1, -0.5], [-0.5, -0.3, 0.8], [0.6, 0.0, 0.3], [0.8, -0.6, -0.1], [0.1, -0.2, 0.1], [0.0, 0.2, 0.2], [0.1, 0.4, -0.7], [0.5, 0.5, 0.0], [0.0, 0.0, -0.5], [-0.4, 0.0, 0.1], [-0.1, -0.2, 0.1], [-3.0, 0.5, 1.0], [0.3, 0.1, 0.0], [1.4, -2.2, 0.1], [0.2, -0.1, 0.0], [4.7, 2.3, -0.4], [0.1, -0.1, 0.0], [0.8, 0.7, -0.4], [0.0, 0.1, 0.1]], "nbo_charge": [0.20, 0.19, -0.65, 0.15, 0.40, -0.46, 0.41, 0.23, 0.19, -0.90, -0.85, 0.24, 0.39, 0.23, -0.22, 0.39, 0.62, 0.20, -0.45, 0.21, -0.67, 0.18]}

***

Entry 6:
{"formula": "C5H13N3O", "method": "the ωB97M-V functional and the def2-TZVPD basis", "e_tot_ha": -437.82490, "relative_energy_ev": 0.794, "total_charge": 0, "fmax_ev_per_a": 1.9, "e_lumo_ev": 1.02, "e_homo_ev": -8.85, "elements": ["C", "H", "O", "C", "C", "N", "H", "H", "H", "H", "H", "C", "H", "N", "H", "H", "H", "H", "H", "C", "H", "N"], "xyz": [[-0.482238, -0.207657, -2.418731], [0.066196, -0.899586, 3.405596], [-0.517805, -1.198225, 0.896816], [0.068196, -0.149423, 1.438581], [0.796336, -0.460400, 2.720888], [0.010058, 0.977103, 0.831231], [0.785671, 1.509778, 3.634999], [1.513938, -1.250618, 2.486412], [1.172515, -0.951838, -3.027326], [0.494139, 1.752936, 1.263408], [-0.641164, -0.908969, -4.457726], [1.497207, 0.727387, 3.368432], [-1.489289, 0.608435, -4.129923], [0.730546, -0.542344, -2.209925], [-0.638685, 0.782157, -0.516764], [-0.853171, -0.917581, -0.039575], [2.001389, 0.411268, 4.280295], [2.249973, 1.149369, 2.701738], [-2.128895, 0.625084, -1.591943], [-1.237246, -0.371177, -3.722672], [-2.167125, -0.919591, -3.560063], [-1.230546, 0.233894, -1.353748]], "forces_ev_per_angstrom": [[0.0, -0.6, -0.3], [0.0, 0.0, 0.0], [-0.4, -0.1, -1.1], [0.4, 0.5, -0.2], [-0.1, 0.1, 0.0], [0.2, 0.2, 0.5], [0.0, 0.0, 0.0], [-0.1, 0.0, 0.0], [-0.2, 0.2, -0.1], [0.1, -0.2, 0.2], [0.0, 0.0, 0.0], [-0.1, -0.1, -0.1], [0.0, 0.0, 0.0], [0.2, 0.0, 0.0], [-1.1, -0.8, -1.4], [0.2, -0.4, 1.3], [0.0, 0.0, 0.0], [0.0, 0.0, 0.0], [0.0, 0.0, 0.0], [0.2, 0.0, 0.1], [0.0, 0.0, 0.0], [0.7, 1.0, 1.0]], "nbo_charge": [0.45, 0.23, -0.68, 0.64, -0.48, -0.78, 0.21, 0.24, 0.33, 0.37, 0.22, -0.61, 0.22, -0.74, 0.44, 0.53, 0.22, 0.21, 0.38, -0.69, 0.22, -0.93]}